No. 1
The following is a DFT calculation (ωB97M-V/def2-TZVPD) of a 8-piece molecular cluster, C27H55BBr2N8O20 overall.

Properties
**Gap between HOMO and LUMO**: 0.31368 Eh
**Total energy**: -222501.4549 eV
**SMILES string**: C=C[C@@]1(N(C)C(C)=O)OC(=O)[C@@](C[C@H](C)Br)(B(O)OC)[C@]1(CCCOC)[C@H](Br)CC.C[N+](=O)[O-].C[N+](=O)[O-].C[N+](=O)[O-].C[N+](=O)[O-].C[N+](=O)[O-].C[N+](=O)[O-].C[N+](=O)[O-]
**Maximum force**: 4.2 eV/Å
**Charge**: 0
**HOMO level**: -8.56 eV

Each line ends with the Mulliken charge.
Geometry (Å):
C  2.03785  1.53608  4.52772  -1.29
C  1.64213  1.61260  3.25908  0.12
C  0.99803  0.57791  2.32131  -1.05
N  -0.46105  0.82959  2.27780  1.09
C  -1.08137  1.28073  3.51748  -1.04
C  -0.85380  1.73107  1.21312  0.38
C  -0.62514  3.23906  1.32154  -1.31
O  -1.38936  1.35745  0.25685  -0.48
O  1.48650  1.05193  1.02669  -0.70
C  2.87438  0.90682  1.23058  -0.58
O  3.58304  1.76510  0.88623  -0.55
C  3.08485  -0.42514  1.97316  1.42
C  3.96082  -1.22733  0.93502  -2.37
C  5.30670  -0.56904  0.56727  0.21
C  5.46724  -0.51027  -0.97558  -1.57
Br  6.86807  -1.62936  1.20920  -0.16
B  4.13234  -0.44424  3.19513  0.81
O  4.76913  0.75936  3.49504  -0.82
O  4.42598  -1.59118  3.87078  -0.56
C  4.41279  -1.39311  5.30210  -0.86
C  1.59243  -0.89856  2.26973  3.36
C  1.22984  -1.45339  3.67712  0.34
C  0.09520  -2.50935  3.78284  -1.63
C  -1.29616  -1.95578  4.08862  -0.01
O  -2.05120  -3.06221  4.57417  -0.47
C  -3.44099  -2.89494  4.32428  -0.73
C  1.16004  -1.72591  1.04771  -1.88
Br  -0.79697  -1.79897  0.66022  -0.07
C  1.64829  -3.19839  0.95575  -0.89
C  2.45437  -3.82214  2.12064  -1.50
H  2.95896  1.98180  4.87673  0.36
H  1.42595  0.98953  5.24056  0.27
H  1.72904  2.60067  2.81991  0.54
H  -0.74500  0.75178  4.40046  0.27
H  -2.15196  1.06807  3.44623  0.28
H  -1.00081  2.35211  3.73533  0.37
H  -1.48928  3.80682  0.99610  0.54
H  -0.27670  3.55956  2.30083  0.30
H  0.18530  3.44421  0.62481  0.31
H  3.47885  -1.50264  -0.00063  0.22
H  4.22124  -2.17280  1.41327  0.81
H  5.47549  0.44120  0.92002  0.75
H  5.17457  0.49172  -1.28963  0.24
H  4.93424  -1.30825  -1.47700  0.34
H  6.51557  -0.61323  -1.22397  0.57
H  5.70962  0.64223  3.28603  0.32
H  3.75779  -2.16042  5.71502  0.32
H  3.96106  -0.44186  5.57741  0.30
H  5.40821  -1.49679  5.72405  0.32
H  2.06747  -1.93935  4.17072  0.22
H  0.93080  -0.67691  4.37638  -0.30
H  0.00150  -3.18413  2.93565  0.07
H  0.30802  -3.15186  4.63952  0.45
H  -1.19614  -1.27972  4.94918  0.07
H  -1.77794  -1.47798  3.23797  0.19
H  -3.79034  -1.88748  4.56362  0.30
H  -3.64713  -3.17787  3.28852  0.28
H  -3.95922  -3.60617  4.96637  0.31
H  1.48724  -1.23129  0.14670  1.41
H  0.81748  -3.86731  0.76128  0.65
H  2.26766  -3.29275  0.06211  0.51
H  1.85039  -4.47824  2.74326  0.29
H  2.98405  -3.11836  2.75612  0.58
H  3.21454  -4.47572  1.68670  0.38
C  8.51669  -5.37958  0.17479  -0.71
N  7.41823  -5.70365  -0.77916  0.89
O  6.28191  -5.43178  -0.44552  -0.48
O  7.74188  -6.21849  -1.83273  -0.54
H  8.08477  -4.92682  1.06037  0.26
H  9.02456  -6.30772  0.42068  0.29
H  9.18759  -4.68785  -0.32635  0.28
C  -4.42322  0.05759  -0.52983  -0.49
N  -5.15474  -0.31086  0.71160  1.08
O  -5.83667  0.54966  1.24408  -0.59
O  -5.02423  -1.44914  1.11288  -0.59
H  -4.63314  1.09545  -0.76326  0.30
H  -3.36239  -0.08584  -0.34219  -0.01
H  -4.77410  -0.59517  -1.32169  0.26
C  5.85336  -3.07054  -4.70229  -0.70
N  5.69629  -1.76282  -4.00530  0.88
O  4.57113  -1.31594  -3.89345  -0.49
O  6.71349  -1.23535  -3.59730  -0.51
H  4.87360  -3.41892  -5.00836  0.29
H  6.49504  -2.90611  -5.56296  0.29
H  6.31099  -3.76291  -4.00043  0.26
C  -8.40230  0.47866  -1.76614  -0.74
N  -7.10284  0.14062  -2.40781  0.87
O  -6.71310  -1.00754  -2.31054  -0.53
O  -6.52346  1.03904  -2.98352  -0.50
H  -8.79651  -0.41414  -1.29465  0.32
H  -8.20978  1.25496  -1.03051  0.32
H  -9.06764  0.83503  -2.54854  0.26
C  0.09345  6.22246  -1.59803  -0.74
N  -0.55398  6.33264  -0.26129  0.88
O  -1.64731  6.86119  -0.20425  -0.54
O  0.06215  5.87838  0.68266  -0.49
H  -0.56447  6.66312  -2.33829  0.31
H  1.03784  6.75657  -1.54844  0.30
H  0.25246  5.16595  -1.79734  0.27
C  -6.84752  2.43768  -6.03310  -0.68
N  -8.33442  2.38228  -6.12107  0.92
O  -8.96390  2.32632  -5.08339  -0.52
O  -8.81819  2.39659  -7.23842  -0.57
H  -6.56155  2.41650  -4.98794  0.27
H  -6.45809  1.57110  -6.55931  0.29
H  -6.52369  3.36014  -6.50814  0.29
C  -8.76490  5.04689  -9.33506  -0.52
N  -7.34598  5.48159  -9.20937  0.86
O  -7.13277  6.65543  -8.97731  -0.52
O  -6.49504  4.62256  -9.34564  -0.51
H  -9.40588  5.90903  -9.18937  0.30
H  -8.89524  4.63071  -10.32972  0.28
H  -8.94284  4.29597  -8.57026  0.14

***

No. 2
The following is a DFT calculation (ωB97M-V/def2-TZVPD) of H18Mg2O33S6 as an isolated structure.

Properties
**Gap between HOMO and LUMO**: 0.06713 Eh
**Total energy**: -143717.1056 eV
**Maximum force**: 4.8 eV/Å
**Charge**: -8
**HOMO level**: 7.82 eV

Each line ends with the natural charge from an NBO analysis.
Geometry (Å):
Mg  9.67139  8.04618  14.11544  1.20
Mg  14.68086  11.27272  16.32406  0.47
S  5.82049  4.55698  11.72628  2.58
O  6.61360  5.52742  12.47882  -0.99
O  6.05761  4.99453  10.36626  -1.03
O  6.14252  3.11861  11.95015  -1.09
O  4.43729  4.83098  12.05306  -1.12
S  11.67113  11.21179  11.52739  2.60
O  12.89942  11.04207  10.79157  -1.01
O  10.58650  10.32846  11.14488  -0.92
O  11.91727  10.83025  12.88847  -0.91
O  11.21133  12.55057  11.46117  -1.04
S  12.70521  5.22756  10.57343  2.56
O  13.91153  5.94524  10.04934  -1.04
O  12.35004  5.75298  11.86426  -0.95
O  11.58422  5.46373  9.69340  -0.96
O  13.02880  3.76827  10.68504  -1.10
S  18.51083  12.08510  20.32730  2.63
O  18.97352  10.80184  20.79423  -1.14
O  17.57304  12.69179  21.26336  -1.16
O  19.65870  12.94051  20.25722  -1.18
O  17.83658  11.99176  19.04091  -1.13
S  11.78512  6.93360  19.05328  2.59
O  10.94873  7.56113  20.12171  -1.11
O  12.81598  7.83508  18.58723  -1.03
O  12.35696  5.67454  19.50732  -1.12
O  10.93942  6.67003  17.88819  -1.05
S  6.95753  12.65014  16.39129  2.59
O  7.49204  11.34351  15.92842  -0.96
O  5.48282  12.67195  16.36125  -1.12
O  7.37743  12.88964  17.74480  -1.05
O  7.53570  13.64078  15.53139  -1.00
O  16.77457  5.88654  22.12333  -0.94
H  16.09984  5.91539  21.44499  0.50
H  16.30317  5.64486  22.92058  0.45
O  15.51053  3.72056  15.58184  -0.97
H  14.86234  4.01004  14.93975  0.49
H  15.16045  4.01112  16.42401  0.48
O  13.99368  1.65406  22.81596  -0.95
H  13.79137  2.39839  22.24914  0.50
H  14.41769  2.04316  23.58085  0.46
O  7.58886  10.66906  23.20232  -0.94
H  7.54438  10.29561  24.08254  0.44
H  8.10503  10.03864  22.69995  0.49
O  16.75420  8.69638  14.36748  -0.93
H  17.70547  8.67065  14.26426  0.45
H  16.50656  7.78749  14.53726  0.48
O  12.77766  11.20339  23.84390  -0.95
H  12.39927  10.48130  23.34225  0.49
H  12.19538  11.94407  23.67487  0.46
O  8.91070  1.42616  18.83302  -0.95
H  9.51989  2.11344  19.10276  0.49
H  8.04403  1.81831  18.93953  0.46
O  7.39771  4.63290  23.06660  -0.96
H  6.92736  4.47073  22.24887  0.47
H  7.89945  5.43099  22.90065  0.49
O  5.70770  7.46163  19.37023  -0.95
H  5.54544  6.52445  19.26254  0.45
H  6.63026  7.57337  19.14084  0.50

***

- Among the records above, which one has the highest HOMO level?
  H18Mg2O33S6

***

- What is the formula in the second record?
  H18Mg2O33S6

***

- HOMO level of number 1 (C27H55BBr2N8O20)?
  -8.56 eV